Entry 1:
Formula: C22H30GeN2ORhS2Se
Source: the OMol25 dataset
Level of theory: ωB97M-V with the def2-TZVPD basis set

Structure (XYZ):
```
60
Properties=species:S:1:pos:R:3:forces:R:3
Rh -0.21835 -1.32895 1.25971 0.2 0.0 0.2
Se -1.14861 -3.47113 1.17572 0.0 0.0 0.0
Ge -2.19338 -2.50889 -1.91479 0.0 0.0 0.0
S -2.20518 -0.11153 1.65559 -0.1 0.0 0.0
S -2.43731 2.87414 2.10380 -0.1 0.0 -0.4
O 2.22814 -1.18883 -0.14149 0.0 -0.2 0.0
N -0.17177 1.64602 1.94203 0.0 -0.2 -0.2
N 0.72156 0.58800 1.65052 -0.2 0.1 0.2
C -0.70977 2.57475 -0.98322 0.0 0.1 0.0
C 5.71880 -0.67843 0.62519 0.0 0.0 0.0
C 5.64546 0.25350 1.65051 0.0 0.0 0.0
C -1.15412 4.89690 -0.58645 0.0 0.0 0.0
C 1.92929 0.92259 2.00603 0.2 -0.1 -0.1
C -3.98060 -1.91356 -1.38251 0.0 0.0 0.0
C 1.53375 -2.20507 0.71447 -0.2 0.4 -0.1
C -0.98001 -1.00408 -2.06530 0.0 0.0 0.1
C -1.48773 -3.89849 -0.70953 0.0 -0.1 0.0
C -1.52947 3.56381 -0.44843 -0.1 0.0 0.0
C 0.46810 2.90916 -1.63469 0.0 0.0 0.0
C 0.01981 5.23639 -1.24236 0.0 0.0 0.0
C 3.29553 -0.69362 0.49721 0.0 0.1 0.0
C 3.18903 0.24849 1.54414 -0.1 0.1 0.1
C 2.14346 2.12580 2.90243 -0.1 0.0 0.0
C -1.43397 1.38034 1.90364 0.1 0.2 0.0
C 4.40944 0.69670 2.08395 0.0 0.0 0.0
C -3.01631 -3.42985 1.72201 0.0 0.0 0.0
C -2.76787 3.18003 0.30538 0.2 -0.2 0.4
C -2.36082 -3.43291 -3.64769 0.0 0.0 0.0
C 0.83660 4.24087 -1.76408 0.0 0.0 0.0
C 4.54731 -1.14311 0.06692 0.0 0.0 0.0
H -2.81211 -2.77830 -4.39557 0.0 0.0 0.0
H -3.52096 3.96870 0.27808 0.0 0.0 0.0
H -3.91078 -1.24128 -0.52589 0.0 0.0 0.0
H 2.21860 -2.42908 1.54480 0.0 -0.1 0.0
H -0.51029 -4.19718 -1.09618 0.0 0.0 0.0
H -2.98132 -4.32662 -3.55684 0.0 0.0 0.0
H 4.54860 -1.87522 -0.73057 0.0 0.0 0.0
H 6.54445 0.64731 2.10757 0.0 0.0 0.0
H 0.30207 6.27785 -1.34075 0.0 0.0 0.0
H -3.57148 -2.71145 1.12641 0.0 0.0 0.0
H -4.44173 -1.36688 -2.20774 0.0 0.0 0.0
H -3.44867 -4.42553 1.62933 0.0 0.0 0.0
H 4.41030 1.43912 2.86361 0.0 0.0 0.0
H -1.48166 -0.14260 -2.50810 0.0 0.0 0.0
H -3.19815 2.25415 -0.07933 0.0 0.1 0.0
H 2.54589 2.97395 2.34261 0.1 0.0 0.0
H 1.75862 4.50375 -2.26844 0.0 0.0 0.0
H -2.12525 -4.78684 -0.73083 0.0 0.0 0.0
H 1.20697 2.43831 3.34208 0.0 0.0 0.0
H -0.98689 1.53635 -0.86759 0.0 -0.1 0.0
H 1.10136 2.12246 -2.02684 0.0 0.0 0.0
H -0.10260 -1.25643 -2.66248 0.0 0.0 0.0
H 6.67723 -1.03982 0.27159 0.0 0.0 0.0
H -3.02525 -3.10614 2.76035 0.0 0.0 0.0
H 2.84105 1.87977 3.70014 0.0 0.0 0.0
H 1.51055 -3.10380 0.08109 0.0 0.0 0.0
H -0.65654 -0.76524 -1.03921 0.0 0.0 -0.2
H -1.78252 5.67293 -0.16263 0.0 0.0 0.0
H -4.62447 -2.75720 -1.12812 0.0 0.0 0.0
H -1.37602 -3.73409 -4.00933 0.0 0.0 0.0
```
Positions in Å, forces in eV/Å.

Properties
* charge: -1
* electronic energy: -174869.71804 eV
* HOMO level: -3.30 eV
* 2S+1: 1
* frontier orbital gap: 5.975 eV

---

Entry 2:
Formula: C34H45CsFN5O9S4Si
Source: the OMol25 dataset
Level of theory: ωB97M-V with the def2-TZVPD basis set

Structure (XYZ):
```
100
Properties=species:S:1:pos:R:3:forces:R:3
Cs 0.23090 -0.05438 1.03141 -1.4 -0.5 -1.7
S -2.03785 4.26545 -1.47528 -0.1 -0.1 0.1
S -4.33681 4.49052 1.38553 0.0 0.0 0.0
S 3.69988 3.36588 -2.05695 0.0 -0.1 -0.1
S -2.50003 1.75399 0.62130 -0.2 0.3 -0.3
Si -1.53800 -3.53285 1.02442 -0.1 0.0 0.0
F 2.27171 -1.41373 0.32079 1.1 -0.8 -0.3
O -1.61073 2.53816 8.26818 -0.2 0.0 -0.1
O 0.11109 2.60255 9.54164 0.2 0.0 0.1
O -1.72669 -0.17120 -2.66442 0.3 0.1 0.3
O -0.82039 -1.65160 -6.08605 0.0 0.1 0.1
O 4.51107 2.52546 7.59018 -0.1 0.0 0.1
O 0.80236 1.72836 2.60182 0.6 1.6 1.7
O -1.09015 1.02226 3.59111 0.0 0.1 0.0
O 4.76465 1.79267 5.58923 0.0 0.0 -0.1
O -0.43143 0.69527 -4.28211 0.0 0.0 0.3
N 2.11824 2.38480 -3.97819 -0.1 0.0 0.0
N 3.74711 0.96084 -3.24214 0.2 0.0 0.0
N 4.07398 2.13777 6.52130 0.0 0.0 0.0
N -0.41480 2.48259 8.45119 0.0 -0.1 0.0
N 0.00415 -2.86542 0.87046 0.2 -0.6 0.0
C 3.66969 -3.24646 0.74397 0.0 0.0 0.0
C 3.86674 -4.58856 1.07104 0.0 0.0 0.0
C -3.88604 1.68500 1.75778 0.1 0.1 0.1
C 0.94283 -4.13722 -4.03367 0.0 0.0 0.0
C 2.02618 1.71120 -5.26886 0.3 0.2 -0.3
C 0.94045 -3.50216 -2.80026 0.0 0.0 0.0
C 5.01082 0.68724 -2.58453 -0.2 0.0 0.0
C 0.45555 2.24162 7.28360 0.0 0.0 0.0
C -0.83646 -0.22240 -3.53750 -0.9 -0.3 -0.6
C -0.24778 -1.61384 -3.77352 0.2 0.1 0.2
C -4.93632 2.79296 1.63781 0.0 0.0 0.0
C -2.78735 -2.12905 0.90146 0.0 0.0 -0.1
C 2.94751 -0.23910 -3.47875 0.1 -0.1 0.2
C -0.22986 -2.26253 -5.00452 0.0 0.0 -0.1
C 0.06948 1.47609 3.58004 0.0 0.3 0.4
C -3.33235 1.72129 -0.99356 -0.1 0.1 -0.1
C -2.77005 2.70973 -2.04053 0.0 0.0 0.1
C 0.33512 -2.25723 -2.69080 0.1 0.0 0.0
C -4.64721 4.73448 -0.39270 0.0 0.0 0.0
C 2.39866 -2.73756 0.68301 0.1 -0.2 0.0
C 3.15592 2.18977 -3.13925 -0.1 0.0 0.0
C -1.87677 -4.39375 2.68309 0.0 0.0 0.1
C 2.07650 1.81686 5.10363 0.0 0.1 0.0
C 1.82299 2.30296 7.47027 0.0 0.0 0.0
C 1.19832 -3.45911 0.94210 0.0 -0.1 0.0
C 1.10407 3.39721 -3.73958 0.0 0.0 -0.1
C -3.48547 5.31439 -1.19509 0.0 0.0 0.0
C 2.60740 2.07749 6.35588 0.0 0.0 0.0
C 0.69827 1.75124 4.95538 -0.1 0.0 0.0
C -1.98088 -4.78158 -0.32433 0.0 0.0 -0.1
C 2.73963 -5.36482 1.31586 0.0 0.0 0.0
C 1.46336 -4.82856 1.25162 0.0 0.0 0.0
C 0.35477 -3.51934 -5.13147 0.0 0.0 0.0
C -0.11986 1.95962 6.05641 0.0 -0.1 0.1
H -4.39697 1.89091 -0.82597 0.1 0.0 0.0
H 4.50117 -2.58601 0.52526 0.0 0.0 0.0
H -1.27408 -5.29862 2.81218 0.0 0.1 0.0
H 2.85573 -6.41622 1.56188 0.0 0.0 0.0
H 4.86501 -5.00438 1.12266 0.0 0.0 0.0
H -5.63432 2.58122 0.82714 0.0 0.0 0.0
H 1.89338 -0.00180 -3.58228 0.1 0.0 0.0
H -0.70929 -2.22881 -6.84393 0.0 -0.1 -0.1
H -1.19201 1.88798 5.94207 0.0 0.0 0.0
H 1.38697 -3.96753 -1.92857 0.0 0.0 0.0
H -3.39479 1.71733 2.73210 0.0 0.0 0.0
H 1.39574 -5.11576 -4.14748 0.0 0.0 0.0
H 5.48461 -0.15514 -3.09614 0.0 0.0 0.0
H -3.54648 2.94683 -2.77250 0.0 -0.1 0.0
H -3.20831 0.72746 -1.42031 0.0 0.0 0.0
H 0.60739 -5.46782 1.44344 0.0 0.0 0.0
H 5.65361 1.55815 -2.62914 0.1 0.1 0.0
H -1.64095 -3.71719 3.51191 0.0 0.0 -0.1
H 1.23000 0.96928 -5.28169 0.0 0.1 0.0
H 2.25571 2.51716 8.43139 0.0 0.0 0.1
H -2.93267 -4.67716 2.76708 0.1 0.0 0.0
H 4.86432 0.42285 -1.53295 0.0 0.0 0.0
H 1.80662 2.47070 -6.02671 0.0 0.0 0.0
H -4.95185 3.77818 -0.81249 0.0 0.1 0.0
H -2.65326 -1.39351 1.70296 0.0 0.0 0.0
H -3.04296 -5.05079 -0.27739 0.1 0.0 0.0
H 0.34451 -4.01705 -6.09893 0.0 0.0 0.0
H -4.39461 0.71936 1.68081 0.0 0.0 0.0
H -1.97709 2.20357 -2.59764 0.0 0.0 0.1
H -5.49719 5.41324 -0.49227 0.0 0.0 0.0
H -3.08687 6.19918 -0.69340 0.0 0.0 0.0
H 0.32489 -1.73004 -1.74698 -0.1 -0.2 0.2
H 2.71234 1.68559 4.23945 0.0 0.0 0.0
H 1.31084 4.31067 -4.30797 0.0 0.0 0.0
H -3.88222 5.64308 -2.16122 0.0 0.0 0.0
H 3.28498 -0.77365 -4.37012 0.0 0.0 0.0
H -3.81194 -2.51470 0.96952 0.1 0.0 0.0
H 3.05840 -0.90515 -2.61865 0.0 0.0 0.0
H 1.07241 3.65191 -2.68719 0.0 0.0 0.1
H 2.98580 1.25229 -5.51221 -0.1 0.1 0.0
H -5.52969 2.80894 2.55417 0.0 0.0 0.0
H -1.77871 -4.34902 -1.31065 0.0 0.0 0.1
H -1.39198 -5.70199 -0.23635 0.0 0.1 0.0
H 0.14213 2.98015 -4.04187 0.1 0.0 0.0
H -2.68444 -1.60701 -0.05843 0.0 0.0 0.1
```
Positions in Å, forces in eV/Å.

Properties
* charge: -2
* electronic energy: -116349.89479 eV
* HOMO level: -2.23 eV
* 2S+1: 1
* frontier orbital gap: 5.101 eV

---

Entry 3:
Formula: C23H34FN3O8S
Source: the OMol25 dataset
Level of theory: ωB97M-V with the def2-TZVPD basis set

Structure (XYZ):
```
70
Properties=species:S:1:pos:R:3:forces:R:3
S 3.42532 2.76728 4.81036 -0.1 0.5 1.4
F -0.80117 -5.33054 1.81723 0.0 0.0 -0.1
O 0.26790 -1.90344 -3.50184 -0.3 0.1 0.0
O 3.02891 2.44166 6.14841 -0.1 -0.2 -0.3
O 3.90618 1.43492 4.10732 0.2 0.1 -0.4
O -2.89181 2.10903 -2.37386 -0.1 0.1 0.0
O 4.43582 3.77107 4.67441 0.1 -0.2 -0.6
O -3.43099 -1.17399 3.43004 -0.6 -0.1 -0.1
O 1.28921 0.27964 3.55918 0.4 0.3 -0.1
O 3.55627 -3.19756 0.95136 0.2 -0.1 -0.1
N 3.46645 -3.45665 -1.30570 0.1 -0.1 -0.1
N -1.93887 -2.05527 -2.96093 -0.2 -0.1 0.1
N -3.21278 4.05751 -3.48590 0.0 0.2 -0.1
C -4.01835 5.24547 -3.69489 0.2 -0.1 -0.1
C 4.62060 -4.34252 -1.29910 0.0 0.1 0.1
C 1.96055 3.26526 3.94382 0.0 0.4 -0.6
C 2.81747 -3.15250 -2.57193 0.1 -0.1 0.2
C -3.53952 3.12080 -2.58223 0.0 -0.1 0.1
C 1.04109 2.45909 1.60117 0.0 0.7 0.0
C 0.27360 -0.04002 2.98116 -0.2 -0.3 -0.1
C -1.97600 -0.74437 -2.32334 0.3 -0.2 -0.2
C -1.32625 -1.88188 2.61443 0.4 -0.2 -0.1
C 3.04951 -2.96573 -0.13541 -0.1 0.4 -0.1
C -0.76955 0.95042 2.57838 -0.1 0.0 -0.1
C 0.79256 -3.63448 2.01458 -0.2 1.0 0.3
C -2.00820 3.86589 -4.27896 -0.1 -0.1 0.1
C -2.38177 -0.87902 2.91922 0.4 0.0 0.0
C -0.53390 -4.03186 2.05988 0.1 -0.4 -0.1
C 1.07131 -2.29043 2.30393 -1.0 -0.6 0.2
C -1.60993 -3.20104 2.32999 0.2 -0.1 0.1
C -0.36830 2.35795 2.19605 -0.1 -0.6 0.2
C -2.03101 0.51722 2.56367 0.0 0.1 -0.2
C -0.79962 -2.49704 -3.50696 0.1 -0.1 -0.1
C -3.15509 -2.84344 -2.99847 0.1 0.2 0.0
C 2.06059 3.29931 2.40657 0.3 -0.7 0.0
C 0.00091 -1.45617 2.61903 0.4 0.4 0.0
H 2.46839 -4.08359 -3.02342 0.0 0.1 -0.1
H -2.61719 -3.58745 2.33946 -0.1 0.0 0.0
H -3.42864 6.14147 -3.49398 -0.1 0.0 0.0
H 2.18022 -2.29184 -0.23603 0.0 -0.1 -0.1
H 0.95135 2.94833 0.63317 0.0 0.0 -0.1
H 1.45524 1.48128 1.38035 0.0 -0.2 0.1
H -1.11126 2.67708 1.47049 -0.1 0.2 -0.1
H 1.81297 4.28131 4.29930 0.0 0.0 0.3
H -2.85491 1.15719 2.27959 -0.1 0.1 0.2
H -0.49071 2.99054 3.07477 0.1 0.2 0.0
H 5.48853 -3.82776 -0.88635 0.0 0.0 0.0
H -3.93873 -2.30121 -3.53077 0.0 0.0 0.0
H -2.97212 -3.78688 -3.50837 0.0 0.0 0.0
H -1.70331 0.02005 -3.04573 0.0 0.1 0.1
H 3.04695 2.92762 2.12523 0.1 0.2 -0.1
H -4.87642 5.23323 -3.02667 0.0 0.0 0.0
H 4.83577 -4.65986 -2.31575 0.0 0.0 0.0
H 1.59155 -4.31095 1.76877 0.0 -0.2 0.0
H -4.37544 5.28271 -4.72540 0.0 0.1 0.0
H -3.49951 -3.05294 -1.98407 0.0 0.0 0.0
H 1.95277 -2.49490 -2.45680 0.3 -0.2 0.2
H -1.13687 3.79394 -3.62787 0.0 0.0 0.0
H -1.26658 -0.70108 -1.49520 0.0 0.0 0.0
H -4.46621 3.35174 -2.03068 0.0 0.0 0.0
H -0.90968 -3.48369 -3.98824 0.0 0.0 0.0
H -2.07863 2.94125 -4.85175 0.0 0.0 0.0
H -1.88569 4.70529 -4.95787 0.0 0.0 0.0
H 1.16511 2.65421 4.34725 -0.1 -0.2 -0.1
H -2.97642 -0.54592 -1.95414 0.0 0.0 0.0
H 2.04364 4.32282 2.04925 -0.1 0.2 0.1
H 2.07515 -1.90304 2.27711 0.2 -0.1 0.1
H 3.52968 -2.67542 -3.24760 0.0 0.0 -0.1
H 3.29791 1.14890 3.41004 -0.2 -0.2 0.2
H 4.42199 -5.21702 -0.67873 0.0 0.0 0.0
```
Positions in Å, forces in eV/Å.

Properties
* SMILES: O=C1C=C(CCCCS(=O)(=O)O)C(=O)c2ccc(F)cc21.CN(C)C=O.CN(C)C=O.CN(C)C=O
* electronic energy: -58804.76524 eV
* HOMO level: -9.38 eV
* 2S+1: 1
* frontier orbital gap: 8.270 eV

---

Entry 4:
Formula: C34H30N3O5STcTe
Source: the OMol25 dataset
Level of theory: ωB97M-V with the def2-TZVPD basis set

Structure (XYZ):
```
75
Properties=species:S:1:pos:R:3:forces:R:3
Te -0.27365 -2.94883 1.08653 0.0 -0.3 0.1
Tc -0.11193 -0.44706 -0.02382 -0.2 0.3 -0.3
S -2.25071 5.83390 2.07007 -0.1 0.5 -0.5
O -3.62183 5.97042 1.61995 0.1 0.1 0.3
O -1.33156 -1.16911 -1.38697 0.1 -0.1 0.0
O -2.09504 5.19013 3.37174 0.0 -0.1 0.1
O -1.34304 0.38350 1.17531 -0.1 0.1 0.2
O -1.36986 6.96260 1.85720 -0.2 0.0 0.2
N -0.05353 1.37212 -1.24396 0.0 0.0 0.1
N 1.47607 -1.14714 -1.15135 0.2 0.0 -0.1
N 1.42062 0.17213 1.15723 0.1 0.0 0.2
C 1.40257 -1.95518 -2.15514 0.1 0.0 0.1
C 2.09705 -1.94341 4.60146 0.0 0.0 0.0
C 1.12809 -2.93862 2.64905 0.0 0.1 0.0
C 1.31298 0.91602 2.22967 0.4 -0.2 -0.3
C 0.20116 -2.49997 -2.70731 0.0 -0.1 0.0
C 2.98860 -4.00148 3.72517 0.0 0.0 0.0
C -0.58912 2.55328 -0.57402 0.2 -0.1 -0.1
C -4.35725 -3.25194 3.69231 0.0 0.0 0.0
C 2.72201 -0.40654 0.79686 0.0 0.1 0.0
C 1.14879 -1.91431 3.59067 0.0 -0.1 0.1
C 0.13335 1.42879 2.77950 -0.3 0.3 0.2
C -2.20070 -2.67908 -2.94169 0.0 -0.1 -0.1
C -3.91122 -4.32224 2.93282 0.0 0.0 0.0
C 2.76690 -0.58961 -0.71213 0.0 -0.1 -0.1
C -2.11532 2.59815 3.92024 -0.1 -0.1 -0.1
C -2.48251 -1.93046 2.96843 0.0 -0.1 0.0
C -1.09882 -2.10168 -2.31206 -0.1 0.2 0.1
C -2.04312 -3.00986 2.21256 0.0 0.1 0.0
C -0.22582 4.42702 0.85758 0.2 -0.1 0.1
C -2.74713 -4.20775 2.18442 -0.1 0.0 0.0
C -0.85298 2.85835 4.47040 -0.1 0.1 0.0
C 2.03888 -3.98629 2.70983 0.1 0.0 0.1
C 3.01891 -2.98210 4.66332 0.0 0.0 0.0
C -1.59781 4.62660 0.93175 0.3 -0.4 -0.1
C -1.15629 1.18400 2.23851 0.1 -0.2 -0.2
C 0.28661 3.37174 0.11946 0.0 0.2 -0.1
C -1.94787 2.78397 -0.58214 -0.1 0.2 0.0
C -3.64360 -2.06100 3.71458 0.0 0.0 0.0
C -0.74402 -4.02922 -4.33290 0.0 0.0 0.0
C -2.26885 1.75365 2.82839 -0.1 0.2 0.2
C 0.34924 -3.46508 -3.72637 -0.1 0.0 0.0
C -2.02024 -3.62407 -3.93131 -0.1 0.0 0.0
C -2.44274 3.84546 0.16503 -0.3 -0.2 0.0
C 0.24763 2.27886 3.91429 0.1 -0.1 -0.2
H 0.87954 1.58317 -1.58508 0.1 0.0 0.0
H -2.61257 2.14440 -1.15070 0.0 0.0 0.0
H 3.58796 -1.24476 -1.00642 0.0 0.0 0.0
H 2.11211 -1.15764 5.34584 0.0 0.0 0.0
H -3.99429 -1.22447 4.30489 0.0 0.0 0.0
H -3.50259 4.06994 0.18780 0.0 0.0 0.0
H -5.26889 -3.34297 4.26769 0.0 0.0 0.0
H 1.34981 -3.75369 -4.02569 0.0 0.0 0.0
H -2.40184 -5.04611 1.59311 0.0 0.0 0.0
H -2.89015 -4.05303 -4.41221 0.0 0.0 0.0
H 0.43107 -1.10588 3.55357 -0.1 -0.1 0.0
H -3.24112 1.57146 2.38999 0.0 0.0 0.0
H 3.69742 -4.81670 3.78356 0.0 0.0 0.0
H -0.76222 3.56108 5.28348 0.0 0.0 0.0
H 3.75887 -2.99808 5.45246 0.0 0.0 0.0
H 1.23588 2.48836 4.30566 0.0 0.0 0.0
H 1.35823 3.19844 0.06603 0.0 0.0 0.0
H 2.01325 -4.78977 1.98429 0.0 0.0 0.0
H 3.53302 0.24514 1.12596 0.0 0.0 0.0
H 2.24121 1.15548 2.74852 0.0 0.0 0.0
H -0.61330 1.12173 -2.05731 -0.1 0.1 0.0
H 2.91004 0.37671 -1.20240 0.0 0.0 0.0
H -3.18777 -2.35476 -2.64161 0.0 0.0 0.0
H -1.94912 -0.99393 2.97647 0.0 0.0 0.0
H 2.82943 -1.37128 1.30113 0.0 0.0 0.0
H 2.33947 -2.25719 -2.62539 0.0 0.0 0.0
H -0.62272 -4.76423 -5.11520 0.0 0.0 0.0
H -4.46725 -5.25000 2.91786 0.0 0.0 0.0
H -2.98566 3.07169 4.35048 0.0 0.0 0.0
H 0.42648 5.10534 1.39516 0.0 -0.1 0.0
```
Positions in Å, forces in eV/Å.

Properties
* charge: +1
* electronic energy: -70773.58439 eV
* HOMO level (spin up / spin down): -9.90 / -9.90 eV
* 2S+1: 4
* frontier orbital gap (spin up / spin down): 6.013 / 4.186 eV

---

Record-wise energy relative to the best compared isomer or geometry (same formula, charge and spin) values, in kJ/mol: 0.0 163.9 0.0 0.0